This record from OMol25 describes a cluster of 6 separate species, C19H54N6O6 in total. The level of theory is ωB97M-V/def2-TZVPD.

Summary:
- max |F| (eV/A) = 5.08
- HOMO (eV) = -8.7
- energy relative to the best compared isomer or geometry (same formula, charge and spin) (eV) = 2.727
- E_LUMO (hartree) = 0.01421
- SMILES = COC[C@H](C)N.COC[C@H](C)N.COC[C@H](C)N.COC[C@H](C)N.NC(N)=O.CCO
- orbital gap (eV) = 9.086
- total energy (hartree) = -1536.133071

ORCA input file:
```
! RIJCOSX wB97M-V def2-TZVPD def2/J DEFGRID3
* xyz 0 1
C 5.180 3.440 -2.767
O 3.805 3.657 -3.025
C 3.204 3.528 -1.698
C 1.687 3.962 -1.855
C 1.595 5.455 -2.072
N 0.951 3.633 -0.576
H 5.641 4.191 -2.125
H 5.612 3.321 -3.761
H 5.350 2.445 -2.357
H 3.187 2.532 -1.256
H 3.701 4.189 -0.989
H 1.253 3.464 -2.722
H 2.115 5.999 -1.283
H 0.607 5.854 -2.304
H 2.120 5.673 -3.002
H 1.065 2.642 -0.423
H -0.041 3.785 -0.685
C 1.688 0.296 2.924
O 0.528 0.595 3.686
C 0.584 0.049 4.954
C -0.793 0.191 5.646
C -0.717 0.101 7.187
N -1.702 -0.726 4.985
H 1.715 0.993 2.086
H 1.774 -0.692 2.471
H 2.622 0.495 3.450
H 0.911 -0.990 4.914
H 1.330 0.653 5.471
H -1.123 1.192 5.366
H -1.642 0.417 7.668
H 0.019 0.715 7.707
H -0.503 -0.912 7.526
H -1.708 -1.617 5.462
H -1.374 -1.017 4.075
C -2.332 2.673 -0.704
O -1.564 1.786 -1.543
C -1.909 1.765 -2.880
C -1.232 0.637 -3.610
C 0.268 0.971 -3.865
N -1.791 0.531 -4.933
H -2.400 2.331 0.329
H -3.272 2.855 -1.224
H -1.878 3.664 -0.703
H -2.953 1.454 -2.899
H -1.874 2.741 -3.362
H -1.454 -0.263 -3.038
H 0.907 0.547 -3.090
H 0.487 2.038 -3.832
H 0.616 0.567 -4.816
H -2.779 0.741 -4.925
H -1.480 1.263 -5.555
C 2.913 -3.802 -1.256
O 1.867 -4.389 -0.489
C 1.588 -3.529 0.638
C 0.623 -4.275 1.655
C 1.211 -5.574 2.189
N -0.656 -4.553 1.042
H 3.924 -3.929 -0.869
H 2.749 -2.739 -1.433
H 2.982 -4.449 -2.130
H 2.482 -3.137 1.124
H 1.039 -2.685 0.220
H 0.447 -3.502 2.402
H 0.597 -6.004 2.980
H 2.158 -5.405 2.701
H 1.451 -6.381 1.498
H -1.289 -4.925 1.736
H -0.859 -3.563 1.049
N -0.852 -0.745 -0.612
C -1.066 -0.748 0.663
N -0.899 0.475 1.060
O -1.207 -1.754 1.397
H -1.064 0.098 -1.126
H -0.941 -1.681 -0.980
H -0.681 1.152 0.343
H -0.560 0.612 2.001
C -3.681 -1.697 -2.174
C -5.141 -1.880 -1.758
O -5.569 -3.084 -2.302
H -3.131 -2.387 -1.534
H -3.234 -0.738 -1.913
H -3.499 -2.010 -3.202
H -5.625 -1.030 -2.240
H -5.124 -1.780 -0.673
H -4.956 -3.774 -2.039
*
```

This record from OMol25 describes a structure of composition C24H24As2IO8Tl. The level of theory is ωB97M-V/def2-TZVPD.

Summary:
- max |F| (eV/A) = 2.52
- HOMO (eV) = -7.4
- energy relative to the best compared isomer or geometry (same formula, charge and spin) (eV) = 2.384
- E_LUMO (hartree) = -0.08446
- orbital gap (eV) = 5.098
- total energy (hartree) = -6472.413660

ORCA input file:
```
! RIJCOSX wB97M-V def2-TZVPD def2/J DEFGRID3
* xyz 0 1
Tl 2.891 -0.495 -1.614
I 4.511 1.968 -0.515
C 4.844 0.950 1.364
C 5.861 1.439 2.133
C 6.181 0.814 3.345
C 5.472 -0.276 3.754
C 4.422 -0.790 2.969
C 3.726 -1.944 3.379
C 2.756 -2.494 2.595
C 2.437 -1.903 1.362
C 3.050 -0.753 0.927
C 4.076 -0.180 1.720
H 6.430 2.297 1.809
H 6.999 1.198 3.935
H 5.708 -0.783 4.680
H 3.992 -2.389 4.328
H 2.231 -3.383 2.915
H 1.676 -2.384 0.750
C -3.142 -3.530 0.005
O -3.293 -3.471 -1.409
C -2.952 -2.387 -2.078
O -3.121 -2.321 -3.277
C -2.296 -1.236 -1.390
C -2.977 -0.165 -1.024
As -2.446 1.653 -0.431
C -2.827 1.431 1.483
C -0.531 1.288 -0.763
C -0.135 0.022 -0.331
As -0.320 -1.518 -1.563
C -0.320 -0.716 -3.366
C -0.385 -0.518 1.001
O -0.827 -1.649 1.149
O -0.030 0.162 2.103
C 0.694 1.371 2.017
C 0.300 1.895 -1.763
O 1.469 1.488 -1.890
O 0.037 2.993 -2.502
C -1.206 3.641 -2.555
C -4.465 -0.153 -0.994
O -5.059 -0.418 0.022
O -5.131 0.250 -2.076
C -4.422 0.601 -3.253
H -3.570 -4.487 0.296
H -3.689 -2.721 0.494
H -2.090 -3.476 0.297
H -3.913 1.332 1.548
H -2.533 2.337 2.017
H -2.380 0.562 1.955
H -0.752 0.286 -3.383
H -0.933 -1.355 -3.999
H 0.684 -0.677 -3.788
H 0.970 1.619 3.041
H 0.090 2.181 1.598
H 1.594 1.224 1.411
H -1.079 4.447 -3.276
H -1.491 4.061 -1.582
H -2.000 2.969 -2.910
H -5.181 0.834 -3.998
H -3.806 -0.229 -3.605
H -3.804 1.489 -3.066
*
```

This record from OMol25 describes a structure of composition C54H41N3NiO8P2S. The level of theory is ωB97M-V/def2-TZVPD.

Summary:
- max |F| (eV/A) = 2.01
- HOMO (alpha / beta) (eV) = -7.8 / -7.8
- energy relative to the best compared isomer or geometry (same formula, charge and spin) (eV) = 2.887
- E_LUMO (alpha / beta) (hartree) = -0.01604 / -0.01593
- orbital gap (alpha / beta) (eV) = 7.333 / 7.341
- total energy (hartree) = -5437.738348

ORCA input file:
```
! RIJCOSX wB97M-V def2-TZVPD def2/J DEFGRID3
* xyz 0 3
Ni 2.018 -1.399 -0.411
O 0.392 0.096 -0.345
S 0.050 0.991 0.812
C -1.312 0.219 1.729
C -2.630 0.518 1.470
C -3.679 0.170 2.337
C -3.365 -0.432 3.522
C -4.217 -0.845 4.691
C -3.222 -1.438 5.721
C -1.875 -1.344 5.058
C -0.623 -1.703 5.462
C 0.445 -1.548 4.561
C 0.326 -1.002 3.294
P 1.734 -1.180 2.110
C 2.790 -2.292 3.102
C 3.896 -1.843 3.812
C 4.630 -2.735 4.579
C 4.273 -4.071 4.635
C 3.176 -4.524 3.915
C 2.440 -3.640 3.151
C 2.599 0.428 2.289
C 2.308 1.364 3.278
C 2.963 2.585 3.287
C 3.899 2.886 2.307
C 4.196 1.955 1.324
C 3.550 0.729 1.316
C -0.957 -0.514 2.898
C -2.023 -0.758 3.787
C -0.945 2.477 0.342
C -0.834 3.280 1.459
C -1.513 4.483 1.650
C -2.347 4.907 0.672
C -3.233 6.117 0.597
C -3.889 6.046 -0.794
C -3.402 4.752 -1.384
C -3.706 4.141 -2.556
C -3.062 2.944 -2.863
C -2.136 2.320 -2.049
P -1.286 0.924 -2.876
C -0.503 1.996 -4.135
C -0.838 2.187 -5.468
C -0.039 2.990 -6.271
C 1.094 3.598 -5.760
C 1.412 3.443 -4.418
C 0.617 2.649 -3.616
C -2.742 -0.017 -3.434
C -3.573 -0.462 -2.399
C -4.623 -1.323 -2.652
C -4.870 -1.753 -3.950
C -4.038 -1.335 -4.976
C -2.965 -0.493 -4.724
C -1.803 2.901 -0.770
C -2.483 4.138 -0.504
H -2.880 1.069 0.575
H -4.697 0.427 2.079
H -4.960 -1.583 4.382
H -4.761 0.006 5.104
H -3.463 -2.473 5.965
H -3.228 -0.878 6.657
H -0.438 -2.137 6.434
H 1.415 -1.887 4.892
H 4.182 -0.802 3.766
H 5.489 -2.381 5.133
H 4.853 -4.763 5.229
H 2.907 -5.570 3.948
H 1.587 -3.987 2.578
H 1.567 1.139 4.036
H 2.741 3.308 4.060
H 4.398 3.845 2.312
H 4.924 2.179 0.558
H 3.783 -0.001 0.551
H -0.192 2.927 2.258
H -1.379 5.034 2.570
H -2.656 7.033 0.727
H -3.982 6.086 1.391
H -3.591 6.888 -1.422
H -4.978 6.068 -0.731
H -4.407 4.577 -3.254
H -3.292 2.481 -3.814
H -1.721 1.728 -5.889
H -0.296 3.127 -7.313
H 1.736 4.182 -6.404
H 2.295 3.915 -4.009
H 0.876 2.493 -2.573
H -3.370 -0.144 -1.384
H -5.243 -1.676 -1.838
H -5.689 -2.427 -4.159
H -4.222 -1.688 -5.982
H -2.285 -0.229 -5.521
C 0.822 -3.305 -3.701
C 1.782 -3.828 -2.705
N 2.125 -3.277 -1.555
C 3.097 -4.077 -1.013
C 3.324 -5.147 -1.837
N 2.480 -4.963 -2.901
C 4.172 -6.356 -1.747
O 4.895 -6.482 -0.659
O 4.147 -7.173 -2.639
C 3.784 -3.615 0.223
O 4.565 -4.379 0.806
O 3.502 -2.429 0.561
H 0.262 -2.495 -3.251
H 0.150 -4.087 -4.052
H 1.372 -2.901 -4.552
H 2.442 -5.582 -3.696
H 4.817 -5.692 -0.028
O 3.243 -0.135 -3.865
N 2.807 -0.416 -2.767
O 3.506 -0.352 -1.730
O 1.615 -0.782 -2.617
*
```

This record from OMol25 describes a structure of composition C4H3IrLi2O2. The level of theory is ωB97M-V/def2-TZVPD.

Summary:
- max |F| (eV/A) = 4.74
- HOMO (alpha / beta) (eV) = -16.9 / -18.1
- energy relative to the best compared isomer or geometry (same formula, charge and spin) (eV) = 2.981
- E_LUMO (alpha / beta) (hartree) = -0.36244 / -0.41352
- orbital gap (alpha / beta) (eV) = 7.084 / 6.865
- total energy (hartree) = -423.095213

ORCA input file:
```
! RIJCOSX wB97M-V def2-TZVPD def2/J DEFGRID3
* xyz 2 5
C 0.489 0.997 -0.489
O 1.561 0.827 0.235
Li 2.529 0.569 -2.175
Li 0.426 0.977 1.977
H -0.379 1.217 -1.546
C -0.876 0.756 -0.213
C -1.071 -0.155 0.971
C -0.846 -1.480 0.828
O -0.424 -2.119 -0.334
Ir 1.079 -1.065 -0.729
H -1.500 1.659 -0.185
H -0.989 -2.183 1.661
*
```